C4H5ClO | wB97M-V/def2-TZVPD

For the relative energy (zero: lowest compared OMol25 entry of this formula, charge and spin), the calculation gives 53.0 kJ/mol. The HOMO-LUMO gap is 0.3993 hartree. The LUMO energy is 0.8294 eV. As for the SMILES: O=CC1(Cl)CC1.

Geometry (Å):
O: -2.5901 -1.1702 1.6749
C: -1.5468 -0.7070 1.3007
C: -1.1784 -0.4260 -0.0854
Cl: -2.3455 -0.9007 -1.3007
C: 0.4096 -0.6113 -0.4988
C: -0.2466 0.7211 -0.4199
H: -0.7388 -0.4376 2.0122
H: 0.5529 -1.0786 -1.4549
H: 1.0640 -0.9194 0.2957
H: 0.0311 1.3779 0.3928
H: -0.4643 1.2428 -1.3392

Atom charges from the Mulliken analysis, given in e for atoms 1 to 2: -0.47 -0.01



C19H22N2O6S2 | wB97M-V/def2-TZVPD

For the relative energy (zero: lowest compared OMol25 entry of this formula, charge and spin), the calculation gives 2240.7 kJ/mol. The HOMO-LUMO gap is 0.2648 hartree. The LUMO energy is -1.0210 eV.

Geometry (Å):
O: 1.6497 -2.9795 -1.6971
C: 0.8380 -3.2122 -1.0003
O: 1.0038 -4.2405 -0.0620
H: 1.9400 -4.5562 -0.0766
C: -0.2439 -2.3792 -0.8713
C: -0.6558 -1.4071 -1.6078
C: -1.9109 -0.6473 -1.4237
C: -2.6610 -1.1464 -0.6475
C: -2.4285 -2.1889 0.2760
C: -1.3457 -2.8065 0.1557
H: -1.1709 -3.8591 0.9441
H: -3.1443 -2.5147 1.0717
H: -3.5512 -0.3527 -0.6352
S: -2.2757 0.4712 -2.7012
O: -2.8717 1.5108 -2.0458
O: -2.7998 0.0723 -3.8090
N: -0.7464 1.3358 -3.1305
C: 0.1626 1.7817 -2.1837
C: -0.0142 1.5426 -0.9978
C: 0.8809 2.0895 0.0571
C: 2.2490 2.6653 -0.4912
C: 2.2376 2.7087 -1.6811
C: 1.3146 2.1923 -2.7006
H: 1.4135 2.3322 -3.6625
H: 3.4134 3.0190 -2.3583
H: 2.8479 3.0121 0.1398
S: 0.7377 2.0094 1.7068
O: -0.6006 2.1630 2.0665
O: 1.8074 2.3389 2.5672
N: 0.5448 0.2145 1.6883
C: 1.8847 -0.6113 1.3552
C: 2.5336 -1.4322 2.4371
H: 1.7765 -2.3849 2.4727
H: 3.4771 -1.5814 2.1853
C: 2.4374 -0.7300 3.8893
H: 2.5132 0.0881 3.7497
C: 1.2362 -1.0466 4.5097
C: -0.2943 -0.1632 4.1860
H: 0.1339 0.8308 4.1990
C: -0.4034 -0.5619 2.7265
H: -1.4715 0.1199 2.3271
H: -0.5546 -1.5516 2.5945
H: -0.9352 -0.3820 4.7304
H: 1.2735 -0.5934 5.7131
H: 0.9428 -2.1547 4.6485
H: 3.1739 -1.1598 4.3005
H: 2.5387 0.4274 1.1644
H: 1.6923 -0.8877 0.3411
H: -0.8516 1.1493 -0.5335
H: -0.5371 1.1604 -3.9691
H: 0.0985 -1.3161 -2.4785

Atom charges from the Mulliken analysis, given in e for atoms 1 to 2: -0.41 0.50



C56H39N4O8OsP2S | wB97M-V/def2-TZVPD

For the relative energy (zero: lowest compared OMol25 entry of this formula, charge and spin), the calculation gives 13.1 kJ/mol. Its multiplicity is 5. As for the total charge: +3. The HOMO-LUMO gap (spin up / spin down) is 0.2311 / 0.1236 hartree. The LUMO energy (spin up / spin down) is -8.7906 / -11.7928 eV.

Geometry (Å):
Os: 11.8723 12.1895 14.0255
O: 10.7732 14.1435 13.9927
S: 11.6588 15.1078 14.7954
C: 10.9006 16.7096 14.6362
C: 11.3227 17.5660 15.6877
C: 10.8269 18.8395 15.8799
C: 9.9195 19.2708 14.8851
C: 9.2079 20.5415 14.8043
C: 8.4243 20.4999 13.4917
C: 8.7345 19.1757 12.9210
C: 8.3515 18.5898 11.7154
C: 8.8849 17.3091 11.4371
C: 9.7952 16.6033 12.2338
P: 10.3421 15.0339 11.4785
C: 11.4401 15.2833 10.0624
C: 12.0847 16.4949 9.8377
C: 13.0784 16.5635 8.8756
C: 13.3419 15.4914 8.0412
C: 12.6655 14.2924 8.2626
C: 11.7764 14.1230 9.3215
C: 8.8626 14.1332 11.1205
C: 7.9820 13.9891 12.1972
C: 6.8607 13.1762 12.0724
C: 6.5906 12.5322 10.8552
C: 7.4238 12.7354 9.7705
C: 8.5644 13.5247 9.9045
C: 10.1253 17.1820 13.4895
C: 9.6259 18.4721 13.7634
C: 11.4645 14.7545 16.5113
C: 10.2442 15.1446 17.0997
C: 10.1139 15.1265 18.4837
C: 11.2239 14.9359 19.3064
C: 11.3898 15.0354 20.7807
C: 12.7820 14.4427 21.0461
C: 13.3664 14.1723 19.6668
C: 14.5274 13.5756 19.2623
C: 14.6605 13.2268 17.8940
C: 13.7441 13.5853 16.9126
P: 13.9760 12.7487 15.3458
C: 15.3967 13.4200 14.4867
C: 15.4844 14.7732 14.1828
C: 16.5849 15.2609 13.5224
C: 17.6026 14.3984 13.1813
C: 17.5607 13.0468 13.5302
C: 16.4517 12.5589 14.2288
C: 14.1756 10.9505 15.5484
C: 14.4137 10.1976 14.3962
C: 14.3969 8.8024 14.4466
C: 14.1772 8.1386 15.6561
C: 13.9366 8.8976 16.8136
C: 13.9184 10.2856 16.7373
C: 12.5668 14.2846 17.3097
C: 12.3906 14.4894 18.7076
H: 12.0634 17.1640 16.3857
H: 11.1353 19.4797 16.7071
H: 9.9041 21.3916 14.8078
H: 8.5960 20.7012 15.7117
H: 8.8076 21.2542 12.7920
H: 7.3535 20.6137 13.6273
H: 7.7326 19.0512 10.9510
H: 8.5722 16.8315 10.5232
H: 11.8638 17.3482 10.4699
H: 13.5398 17.5256 8.7417
H: 14.0629 15.5784 7.2419
H: 12.8690 13.3945 7.6506
H: 11.2906 13.2047 9.5526
H: 8.1960 14.5272 13.1210
H: 6.2402 13.0247 12.9420
H: 5.7336 11.8831 10.7442
H: 7.1963 12.2765 8.8424
H: 9.2125 13.7274 9.0574
H: 9.4083 15.4259 16.4950
H: 9.1249 15.3720 18.8694
H: 10.6203 14.4822 21.2957
H: 11.3472 16.1107 21.1081
H: 12.6630 13.5305 21.6578
H: 13.4723 15.0632 21.6409
H: 15.2608 13.1912 19.9730
H: 15.4897 12.6099 17.6169
H: 14.6804 15.4565 14.4126
H: 16.6498 16.2903 13.2624
H: 18.4705 14.7533 12.6082
H: 18.3713 12.3809 13.2540
H: 16.4342 11.5483 14.5621
H: 14.6248 10.6357 13.4399
H: 14.5259 8.3045 13.5194
H: 14.1650 7.0596 15.6930
H: 13.6845 8.4448 17.7693
H: 13.6415 10.8226 17.6225
O: 9.8741 10.3267 12.8440
N: 10.5805 11.1651 13.2069
N: 10.8033 11.3725 16.9020
C: 11.1561 11.6920 15.8500
O: 13.0764 14.7144 12.4679
C: 13.5490 13.6569 12.0779
O: 13.0585 12.4824 12.4103
C: 14.7540 13.5299 11.2036
C: 15.3850 14.6689 10.6993
C: 16.4948 14.4795 9.9019
C: 16.9565 13.2619 9.5205
C: 16.3111 12.1701 10.0406
C: 15.1796 12.2746 10.8271
N: 16.7939 10.8149 9.6862
O: 16.3125 9.8509 10.2439
O: 17.6761 10.7654 8.8841
N: 17.2469 15.6666 9.3811
O: 16.6282 16.6993 9.4595
O: 18.3719 15.5065 8.9914
H: 15.0284 15.6616 10.9409
H: 17.8601 13.2081 8.9285
H: 14.6738 11.3925 11.1619

Atom charges from the Mulliken analysis, given in e for atoms 1 to 2: 3.02 -1.02



C18H66N10O15 | wB97M-V/def2-TZVPD

For the relative energy (zero: lowest compared OMol25 entry of this formula, charge and spin), the calculation gives 34.2 kJ/mol. The HOMO-LUMO gap is 0.2927 hartree. The LUMO energy is -0.0458 eV.

Geometry (Å):
C: -11.1997 -24.9039 -2.0876
C: -12.4568 -24.4658 -1.4699
O: -13.4384 -25.0955 -2.2962
H: -11.1244 -25.8980 -2.5012
H: -10.2981 -24.7458 -1.5324
H: -11.0029 -24.2160 -2.9383
H: -12.5404 -23.3968 -1.5438
H: -12.4505 -24.8857 -0.4625
H: -13.1408 -26.0312 -2.2555
C: -7.2337 -21.4768 -0.2355
C: -6.9831 -22.1741 -1.5219
O: -7.5488 -23.4892 -1.5751
H: -8.2475 -21.1053 -0.1844
H: -6.6411 -20.5254 -0.1684
H: -6.9746 -22.0246 0.7111
H: -5.9040 -22.2542 -1.5534
H: -7.4119 -21.5406 -2.3149
H: -7.0451 -24.0511 -1.0406
C: -9.1822 -30.6157 -0.1404
C: -10.6055 -31.1682 -0.1309
O: -11.5242 -30.1720 0.2560
H: -8.7842 -30.4112 0.7951
H: -9.0667 -29.6424 -0.6850
H: -8.5658 -31.3322 -0.6232
H: -10.6714 -32.0404 0.5055
H: -10.7752 -31.5304 -1.1811
H: -11.3349 -29.3970 -0.2609
C: -6.9181 -27.6900 2.3844
O: -7.0711 -28.5959 1.2495
N: -6.8941 -26.3425 2.2203
N: -6.9744 -28.1014 3.5753
H: -6.5809 -25.8275 1.3232
H: -7.1386 -25.6761 3.0533
H: -7.0268 -29.1190 3.7391
H: -6.5707 -27.5091 4.3534
C: -10.3926 -29.4418 -3.4885
O: -11.6017 -30.1115 -3.6829
N: -10.3527 -28.1728 -3.4410
N: -9.2222 -29.9712 -3.4333
H: -11.1905 -27.7917 -3.9175
H: -9.5831 -27.5213 -3.1751
H: -9.0835 -31.0396 -3.6436
H: -8.3669 -29.3414 -3.4726
C: -13.1225 -28.0171 -1.2402
O: -13.9910 -27.5011 -0.2972
N: -11.8351 -27.9337 -1.0921
N: -13.5241 -28.6288 -2.3353
H: -11.5179 -27.5491 -0.1823
H: -11.2124 -28.0936 -1.8676
H: -14.5228 -28.5473 -2.6204
H: -12.9235 -29.2009 -2.8726
C: -6.1104 -29.0546 -4.4284
O: -7.0336 -28.5522 -3.5569
N: -5.9414 -28.6124 -5.6647
N: -5.3885 -30.1366 -4.2490
H: -6.5942 -27.8812 -6.0004
H: -5.2443 -28.9630 -6.3444
H: -5.1939 -30.4164 -3.2838
H: -4.8722 -30.6502 -4.9661
C: -10.4283 -27.2462 1.7200
O: -9.9580 -28.5003 1.9945
N: -11.6848 -26.9659 1.5414
N: -9.6739 -26.1974 1.5403
H: -12.2778 -27.8296 1.7505
H: -12.1804 -26.1222 1.3991
H: -8.6151 -26.3200 1.5574
H: -10.1051 -25.2670 1.4943
C: -5.1696 -25.6337 -3.2185
O: -4.1915 -24.7950 -2.5704
H: -4.7743 -26.0142 -4.1476
H: -6.0747 -25.1350 -3.3977
H: -5.3657 -26.5447 -2.5824
H: -4.0250 -24.0189 -3.1280
C: -8.9412 -23.1687 -4.9450
O: -8.4332 -24.3212 -4.3037
H: -9.1798 -23.5157 -5.9572
H: -8.1805 -22.3979 -5.0612
H: -9.8676 -22.9209 -4.3818
H: -8.2837 -24.2027 -3.3608
C: -4.9376 -24.2097 0.5148
O: -5.7801 -25.0606 -0.2130
H: -4.2084 -24.8274 0.9771
H: -5.5280 -23.5710 1.1392
H: -4.3967 -23.5415 -0.1983
H: -5.2958 -25.1085 -1.0585
C: -6.1298 -30.4411 -1.2054
O: -4.9074 -30.9929 -1.6258
H: -6.2364 -29.3721 -1.4738
H: -6.3704 -30.4131 -0.1560
H: -6.8890 -30.8769 -1.9155
H: -4.4613 -31.3956 -0.8307
C: -3.9710 -27.6983 0.2012
O: -3.2381 -28.9603 0.3434
H: -3.4150 -27.0385 -0.3923
H: -4.0357 -27.1763 1.1122
H: -4.9451 -27.7331 -0.2764
H: -2.3767 -28.7204 0.6977
C: -8.2392 -26.9454 -1.1467
O: -8.3788 -26.4960 -2.5036
H: -7.9533 -26.1928 -0.4370
H: -7.5521 -27.7695 -1.1725
H: -9.1573 -27.3168 -0.6753
H: -7.7545 -27.0278 -3.0155
C: -8.5782 -27.1538 -6.4568
O: -7.4973 -26.3363 -6.0432
H: -8.8183 -27.8376 -5.6585
H: -8.4055 -27.6805 -7.4107
H: -9.3940 -26.4893 -6.5500
H: -7.7667 -25.7741 -5.2776

Atom charges from the Mulliken analysis, given in e for atoms 1 to 2: 0.73 -0.17



C5H9BrO2 | wB97M-V/def2-TZVPD

For the relative energy (zero: lowest compared OMol25 entry of this formula, charge and spin), the calculation gives 16.7 kJ/mol. The HOMO-LUMO gap is 0.4069 hartree. The LUMO energy is 0.7254 eV. As for the SMILES: CC[C@@H](Br)COC=O.

Geometry (Å):
C: 1.9231 -0.8130 -0.1539
C: 1.3971 0.6099 -0.3932
C: 0.2971 0.9930 0.5854
Br: -0.3061 2.7834 0.0376
C: -0.8806 0.0609 0.5832
O: -1.5230 0.0142 -0.7053
C: -2.6269 -0.7380 -0.6663
O: -3.1135 -1.1826 -1.6103
H: 1.0898 -1.5045 -0.1859
H: 2.3177 -0.8351 0.8547
H: 2.6862 -1.0636 -0.8706
H: 2.2202 1.2764 -0.1582
H: 1.1008 0.7849 -1.4168
H: 0.6702 1.0186 1.5957
H: -0.5669 -0.9350 0.8819
H: -1.5944 0.4408 1.3078
H: -3.0907 -0.9102 0.3143

Atom charges from the Mulliken analysis, given in e for atoms 1 to 2: -1.14 -0.56



C26H35GaN2O2S4Sb | wB97M-V/def2-TZVPD

For the relative energy (zero: lowest compared OMol25 entry of this formula, charge and spin), the calculation gives 0.0 kJ/mol. As for the total charge: -1. The HOMO-LUMO gap is 0.2147 hartree. The LUMO energy is 2.0545 eV.

Geometry (Å):
Ga: -0.7666 -1.4253 0.0662
S: -1.7825 -3.6469 -1.5526
Sb: -1.7129 -4.7737 0.7020
S: -0.6698 -2.7914 1.8450
S: -2.7104 -1.8317 -1.0503
S: 0.0380 -6.1836 0.3566
C: -1.1230 2.2693 -0.8850
C: -2.4603 1.8374 -0.3526
C: -3.6482 2.3553 -0.8504
C: -4.8703 1.9347 -0.3484
C: -4.9181 0.9844 0.6571
C: -3.7536 0.4344 1.1855
C: -3.8294 -0.6456 2.2286
C: -2.5426 0.8929 0.6728
N: -1.2945 0.3530 1.1326
C: -0.7395 0.8038 2.1840
C: -1.3600 1.8409 3.0719
C: 0.6590 0.3616 2.5424
C: 1.0680 0.3861 3.9873
N: 1.3995 0.1027 1.5532
C: 2.7952 -0.1107 1.6190
C: 3.4008 -1.2206 2.2143
C: 2.6365 -2.3182 2.9006
C: 4.7895 -1.3278 2.1259
C: 5.5525 -0.3774 1.4765
C: 4.9303 0.7134 0.8848
C: 3.5534 0.8562 0.9346
C: 2.8663 2.0184 0.2750
H: -1.2620 2.8886 -1.7700
H: -0.5035 1.4157 -1.1736
H: -0.5707 2.8523 -0.1409
H: -3.6077 3.0810 -1.6541
H: -5.7896 2.3391 -0.7532
H: -5.8737 0.6402 1.0350
H: -4.6585 -0.4604 2.9133
H: -2.9087 -0.7553 2.7995
H: -3.9873 -1.6094 1.7396
H: -2.3408 2.1405 2.7154
H: -0.7093 2.7175 3.1228
H: -1.4515 1.4452 4.0848
H: 0.8563 1.3525 4.4456
H: 2.1304 0.1748 4.0816
H: 0.5077 -0.3762 4.5349
H: 1.5971 -2.0704 3.0883
H: 3.1194 -2.5783 3.8452
H: 2.6109 -3.2176 2.2822
H: 5.2669 -2.1898 2.5780
H: 6.6283 -0.4876 1.4209
H: 5.5175 1.4600 0.3629
H: 3.5921 2.6432 -0.2456
H: 2.3435 2.6415 1.0059
H: 2.1217 1.6604 -0.4385
C: 1.8073 -2.3349 -1.1969
C: 0.8808 -1.1515 -1.0959
O: 1.1366 -0.1077 -1.6715
H: 2.7467 -2.0549 -1.6781
H: 1.2981 -3.1253 -1.7565
H: 1.9773 -2.7558 -0.2023
C: 0.1089 -0.4468 -5.0279
C: -0.2997 0.9148 -5.5998
C: -1.0677 1.5563 -4.4305
O: -1.3409 0.5251 -3.4967
C: -1.0456 -0.7349 -4.0863
H: 1.0289 -0.3633 -4.4465
H: 0.2385 -1.2126 -5.7926
H: -0.9536 0.7849 -6.4646
H: 0.5521 1.5193 -5.9115
H: -2.0039 2.0228 -4.7602
H: -0.4671 2.3171 -3.9235
H: -1.9207 -1.1177 -4.6292
H: -0.8119 -1.4338 -3.2863

Atom charges from the Mulliken analysis, given in e for atoms 1 to 2: 0.47 -0.39



C4H8NO | wB97M-V/def2-TZVPD

For the relative energy (zero: lowest compared OMol25 entry of this formula, charge and spin), the calculation gives 297.1 kJ/mol. As for the total charge: +1. The HOMO-LUMO gap is 0.3764 hartree. The LUMO energy is -5.4787 eV. As for the SMILES: C=[N+]=C(O)CC.

Geometry (Å):
C: -0.7526 -2.3754 -0.0955
N: -0.6738 -1.2952 0.6071
C: -0.4200 -0.1409 1.0149
O: -0.6540 0.4603 2.1617
C: 0.3414 0.8879 0.0850
C: 0.7323 1.3461 -1.4828
H: -1.3954 -2.7166 -0.8549
H: -0.0245 -3.0595 0.1354
H: -0.6833 -0.1260 2.9191
H: 1.2819 0.9747 0.4882
H: -0.0904 1.7738 0.2851
H: -0.0576 2.1079 -1.7196
H: 1.6701 1.6725 -1.4282
H: 0.7260 0.4903 -2.1155

Atom charges from the Mulliken analysis, given in e for atoms 1 to 2: -0.12 -0.07



C24H16AuClN5O6 | wB97M-V/def2-TZVPD

For the relative energy (zero: lowest compared OMol25 entry of this formula, charge and spin), the calculation gives 15.0 kJ/mol. As for the total charge: +1. The HOMO-LUMO gap is 0.2090 hartree. The LUMO energy is -4.9257 eV.

Geometry (Å):
Au: 0.0238 0.1309 -3.4583
O: 4.1316 4.1510 -2.8557
C: 4.6729 2.9488 -2.9562
O: 5.8510 2.7437 -2.8894
C: 3.7419 1.7917 -3.1701
C: 4.1861 0.4868 -3.2951
N: 3.1149 -0.3043 -3.4666
N: 2.0025 0.4345 -3.4753
C: 2.3545 1.7000 -3.2907
C: 1.2181 2.6696 -3.2345
O: 1.3895 3.8540 -3.0917
O: 0.0279 2.1062 -3.3448
H: 3.1549 4.1430 -2.9429
H: 5.1944 0.1063 -3.2779
H: 3.0776 -1.2981 -3.6349
Cl: -5.6514 -4.2082 -2.5122
C: -4.4998 -2.9578 -2.8008
C: -4.9379 -1.6182 -2.8725
C: -4.0627 -0.5911 -3.0981
C: -2.6874 -0.8470 -3.2557
O: -1.9286 0.1995 -3.4777
C: -2.2421 -2.1977 -3.1945
C: -0.9099 -2.5856 -3.3997
O: 0.1066 -1.8577 -3.5885
C: -3.1817 -3.2438 -2.9629
H: -5.9913 -1.4057 -2.7439
H: -4.4007 0.4338 -3.1569
H: -0.6934 -3.6551 -3.4178
H: -2.8350 -4.2680 -2.9164
N: -0.7466 0.9084 4.1974
C: -0.4449 0.6067 5.5095
C: -0.9069 1.1172 6.7209
C: -0.3708 0.5618 7.8623
C: 0.5916 -0.4650 7.8068
C: 1.0426 -0.9628 6.6058
C: 0.5115 -0.4126 5.4364
N: 0.7818 -0.7169 4.1146
C: 0.0221 0.0828 3.4195
C: 0.0022 0.0889 1.9541
C: -0.8119 0.9289 1.2017
C: -0.7558 0.8625 -0.1791
N: 0.0483 0.0273 -0.8383
C: 0.8301 -0.7777 -0.1085
C: 0.8434 -0.7871 1.2685
H: -1.3927 1.6102 3.8865
H: -1.6442 1.9073 6.7695
H: -0.6967 0.9235 8.8283
H: 0.9809 -0.8666 8.7325
H: 1.7813 -1.7510 6.5552
H: -1.4857 1.6378 1.6632
H: -1.3724 1.5147 -0.7884
H: 1.4770 -1.4502 -0.6636
H: 1.4894 -1.4497 1.8266

Atom charges from the Mulliken analysis, given in e for atoms 1 to 2: 1.13 -0.50



Q: The highest relative energy (zero: lowest compared OMol25 entry of this formula, charge and spin) belongs to which entry?
A: C19H22N2O6S2